Record 1
The following is a DFT calculation (ωB97M-V with the def2-TZVPD basis set) of one molecule with the formula C14H12FN3O2S in a non-equilibrium geometry.

**Energy above the lowest of the compared OMol25 structures with the same formula, charge and spin**: 21.8 kcal per mole
**SMILES**: O=C(CNC(=O)c1ccccc1F)N/N=C/c1cccs1
**Charge**: 0
**LUMO**: -0.034 eV
**Highest occupied orbital energy**: -0.313 Ha

```
33
Properties=species:S:1:pos:R:3:forces:R:3:nbo_charge:R:1
O -0.832670 -2.554406 0.090301 -0.07 -0.10 0.05 -0.61
C -0.131153 -1.754819 -0.490810 -0.01 0.34 -0.02 0.67
C -0.349999 -0.254902 -0.447793 -0.03 0.20 0.12 -0.34
N -1.401547 0.058634 0.483066 -0.06 -0.44 -0.34 -0.60
C -1.194223 0.903123 1.524032 -0.25 0.01 -0.08 0.67
O -0.211061 1.603337 1.625977 0.17 0.18 0.12 -0.60
C -2.311011 0.888454 2.523520 0.03 0.23 0.19 -0.21
C -2.727797 -0.308288 3.098951 -0.04 0.15 0.00 -0.17
C -3.714819 -0.319896 4.068202 -0.07 -0.11 0.06 -0.23
C -4.306819 0.865421 4.473478 0.06 -0.04 -0.04 -0.18
C -3.913337 2.066103 3.910215 0.15 0.10 -0.12 -0.28
C -2.917546 2.064929 2.949371 -0.07 -0.13 0.01 0.44
F -2.566031 3.235962 2.392854 0.01 -0.13 0.05 -0.31
N 0.916748 -2.152950 -1.261793 0.18 -1.21 -0.06 -0.43
N 1.698750 -1.273483 -1.905009 0.47 0.57 -0.38 -0.22
C 2.674737 -1.700028 -2.608216 -0.76 -0.66 0.60 0.03
C 3.529749 -0.790761 -3.300233 0.78 0.66 -0.62 -0.27
C 3.491584 0.582716 -3.318415 -0.13 -0.59 0.12 -0.20
C 4.502281 1.144662 -4.114200 0.25 -0.01 -0.20 -0.25
C 5.299607 0.204844 -4.694675 -0.03 -0.29 0.03 -0.40
S 4.833958 -1.390948 -4.280997 -0.35 0.52 0.25 0.45
H -0.591973 0.094485 -1.458482 0.14 -0.01 0.10 0.23
H 0.561376 0.255154 -0.122096 -0.14 -0.05 -0.14 0.27
H -2.155910 -0.611638 0.529427 0.04 0.15 0.11 0.41
H -2.257615 -1.232735 2.795841 0.06 -0.09 -0.05 0.23
H -4.021958 -1.255791 4.509151 -0.02 -0.08 0.04 0.22
H -5.077200 0.856538 5.229344 -0.07 0.01 0.06 0.22
H -4.362080 3.001863 4.204189 -0.03 0.10 0.00 0.23
H 1.104313 -3.157608 -1.327967 -0.15 0.34 0.08 0.38
H 2.896824 -2.768556 -2.710195 -0.12 0.01 0.10 0.17
H 2.758579 1.143487 -2.769536 -0.15 0.11 0.12 0.24
H 4.637495 2.202164 -4.252884 0.04 0.17 -0.04 0.23
H 6.138745 0.354933 -5.344618 0.16 0.08 -0.13 0.24
```
Positions in Å, forces in eV/Å.



Record 2
The following is a DFT calculation (ωB97M-V with the def2-TZVPD basis set) of an isolated ion of composition C6H6ClN6 and charge +1 in a non-equilibrium geometry.

**SMILES**: N#Cc1[nH]c[nH+]c(N)ncnc1Cl
**Charge**: +1
**LUMO**: -4.552 eV
**Highest occupied orbital energy**: -0.487 Ha

```
19
Properties=species:S:1:pos:R:3:forces:R:3:nbo_charge:R:1
N 2.103362 -0.929000 -1.914433 1.13 0.14 -0.82 -0.24
C 1.096348 -0.871198 -1.383833 -0.76 -0.28 0.86 0.23
C -0.037631 -0.958220 -0.533459 0.23 -0.98 -0.67 -0.23
N 0.152741 -1.694099 0.695181 -0.82 -0.92 -0.99 -0.50
C -0.066943 -0.980956 1.761822 -0.33 1.83 1.67 0.40
N -0.208605 0.338704 1.578659 -1.14 0.47 1.34 -0.60
C 0.256307 1.034277 0.342529 1.63 -0.62 1.15 0.64
N 1.608389 1.091623 0.438132 1.60 1.61 -1.49 -0.77
N -0.467364 1.780520 -0.373370 -0.42 1.92 0.28 -0.54
C -1.139931 1.605918 -1.484872 1.54 -3.33 1.65 0.39
N -1.375363 0.382831 -1.895087 -1.26 -1.09 -0.42 -0.51
C -1.280278 -0.675587 -1.072322 0.48 1.85 -1.44 0.29
Cl -2.719304 -1.488126 -0.761906 -0.28 -0.40 0.68 0.14
H -0.013604 -2.696231 0.647000 0.52 0.00 0.60 0.46
H -0.076220 -1.309333 2.855696 -0.29 -0.18 -1.90 0.28
H -0.722830 0.919239 2.283754 1.09 -0.79 -0.67 0.47
H 2.315953 1.591153 -0.236952 -2.49 -1.35 1.53 0.47
H 2.024988 0.449091 1.081656 0.40 0.01 0.15 0.40
H -1.450015 2.409394 -2.028195 -0.84 2.12 -1.49 0.21
```
Positions in Å, forces in eV/Å.



Record 3
The following is a DFT calculation (ωB97M-V with the def2-TZVPD basis set) of a 2-piece molecular cluster, C2H3BrS overall in a non-equilibrium geometry.

**Energy above the lowest of the compared OMol25 structures with the same formula, charge and spin**: 134.7 kcal per mole
**Charge**: 0
**LUMO (alpha / beta)**: -2.015 / -2.066 eV
**Highest occupied orbital energy (alpha / beta)**: -0.318 / -0.319 Ha

```
7
Properties=species:S:1:pos:R:3:forces:R:3:nbo_charge:R:1
C 0.094068 -0.637955 -0.372894 -1.87 -0.45 -1.84 -0.01
C 0.030752 0.208558 0.758918 -3.33 0.70 -1.33 -0.81
S -1.710764 0.330004 -2.651264 0.41 -0.26 0.51 -0.12
Br 1.677741 -1.226653 -0.891364 1.72 -0.53 -0.35 0.19
H 0.659363 0.999753 0.771062 2.55 2.59 -0.24 0.24
H 0.229575 -0.303959 1.611898 0.47 -1.87 2.80 0.26
H -0.980734 0.630252 0.773644 0.07 -0.18 0.45 0.24
```
Positions in Å, forces in eV/Å.



Record 4
The following is a DFT calculation (ωB97M-V with the def2-TZVPD basis set) of C25H32N2NdP2 as an isolated structure in a non-equilibrium geometry.

**Energy above the lowest of the compared OMol25 structures with the same formula, charge and spin**: 77.6 kcal per mole
**Multiplicity**: 4
**Charge**: +1
**LUMO (alpha / beta)**: -3.286 / -3.278 eV
**Highest occupied orbital energy (alpha / beta)**: -0.284 / -0.281 Ha

```
62
Properties=species:S:1:pos:R:3:forces:R:3:mulliken_charge:R:1
C -1.757157 2.929269 -3.662590 0.36 -2.29 -0.04 -0.49
C -1.385907 1.596915 -3.406314 -2.34 1.04 0.16 0.21
C -0.109560 1.170797 -3.812275 2.09 -0.55 0.85 -0.22
C 0.944420 2.128525 -3.937603 0.32 0.38 -0.28 1.19
C 0.569757 3.509434 -3.801353 0.67 0.06 -0.06 -1.12
C -0.746695 3.879612 -3.866767 0.44 0.25 0.15 -0.49
C 2.274913 1.641651 -4.021270 0.16 0.91 1.87 -0.62
C 2.565759 0.302064 -3.690434 -0.11 0.05 0.06 1.12
C 1.450307 -0.581719 -3.555384 -0.67 1.55 0.85 -0.17
C 1.609666 -1.804619 -2.850436 -0.07 -1.60 0.10 0.03
C 2.874394 -2.369586 -2.776206 -1.68 -0.70 -0.40 -0.25
C 3.983029 -1.560753 -2.990455 0.57 1.42 -0.06 -0.53
C 3.813445 -0.200472 -3.235157 0.89 -0.70 0.03 -1.15
H -2.806981 3.191510 -3.691646 0.02 0.21 0.50 0.45
H 1.333156 4.223947 -3.477020 -0.12 -0.01 -0.88 0.34
H -1.044007 4.916626 -3.915586 0.19 0.16 0.11 0.42
H 3.100618 2.391799 -3.928897 -0.72 -0.74 -0.55 0.33
H 2.969628 -3.454225 -2.582972 0.08 0.82 0.42 0.41
H 4.960264 -1.994640 -2.805787 0.02 0.34 0.08 0.41
H 4.606373 0.476632 -2.919411 0.08 -0.02 -0.81 0.34
N 0.212832 -0.110381 -3.698326 -1.21 -1.16 0.71 -0.35
Nd 0.443597 1.056599 1.183252 -2.03 -0.90 -3.80 0.72
C -2.295350 0.683878 -2.559072 -0.04 0.26 -1.07 -1.16
H -2.167380 -0.351361 -2.889398 -0.08 0.06 0.12 0.46
H -3.358144 0.981283 -2.709913 0.58 -0.20 0.16 0.64
C 0.427598 -2.425036 -2.105403 0.14 -0.35 -0.80 -1.30
H -0.525653 -2.200339 -2.596428 0.22 -0.13 -0.07 0.45
H 0.538452 -3.523051 -1.986765 -0.04 0.36 -0.47 0.70
P -1.963797 0.758928 -0.712089 -0.39 -0.19 -0.48 0.66
P 0.238414 -1.935050 -0.365484 0.42 3.29 1.29 1.02
C 1.536419 -2.822141 0.472790 -0.03 -0.81 0.01 -1.34
H 1.463504 -2.703642 1.560031 0.07 -0.11 -0.28 0.33
H 1.272544 -3.856271 0.183232 0.64 0.06 0.43 0.54
H 2.534581 -2.571702 0.106705 -0.17 0.02 0.05 0.34
C -1.247153 -2.748122 0.095182 -0.55 -2.10 -0.18 -1.49
H -0.888921 -3.792665 0.157806 -0.91 -0.19 0.15 0.52
H -1.650872 -2.433868 1.057427 0.06 -0.03 -0.22 0.22
H -1.969858 -2.667904 -0.723993 -0.05 -0.05 0.34 0.39
C -2.482806 2.485013 -0.415544 -0.47 0.10 -0.18 -1.50
H -3.470020 2.645004 -0.890690 0.42 0.13 0.31 0.35
H -2.563009 2.695384 0.654698 -0.05 0.07 -0.03 0.45
H -1.760227 3.157742 -0.870306 0.03 0.20 -0.01 0.44
C -3.523264 -0.058736 -0.091484 -0.18 0.38 -0.62 -1.48
H -3.604664 0.027226 0.996909 0.00 -0.04 -0.12 0.37
H -4.397358 0.461803 -0.545998 0.48 -0.41 0.34 0.49
H -3.550288 -1.115402 -0.374873 -0.03 0.21 0.11 0.35
H 2.135336 1.521680 0.975602 3.65 0.75 0.32 -0.14
H 0.764411 -0.469462 -0.503558 0.95 1.25 -0.69 0.03
N -1.178066 0.357702 2.678325 -1.33 -1.62 1.34 -0.36
C -0.323384 -0.340007 3.699846 -1.54 0.15 -0.11 0.71
C 1.047680 -0.591321 3.509171 0.02 -0.38 0.50 -0.34
C 1.703179 -1.364430 4.491070 -0.33 0.15 0.13 -0.84
C 0.994143 -1.839403 5.619862 1.53 -0.12 -0.55 -0.41
C -0.340832 -1.560727 5.795917 -0.35 0.41 -0.36 -0.68
C -0.998078 -0.798893 4.834707 -0.49 0.20 -0.46 -0.31
H -1.935095 0.921611 3.055995 0.37 0.11 0.80 0.44
H -1.712228 -0.312608 2.082528 0.96 0.24 0.65 0.00
H 1.705685 -0.246624 2.689650 -0.36 -0.20 0.41 0.37
H 2.779016 -1.579201 4.361983 -0.78 0.11 0.18 0.38
H 1.550584 -2.435523 6.352810 -0.35 0.25 -0.28 0.38
H -0.882752 -1.929554 6.648480 -0.04 -0.06 0.20 0.41
H -2.089295 -0.568199 4.893309 1.06 -0.32 0.14 0.32
```
Positions in Å, forces in eV/Å.



Number 1: molar mass 305.3 g mol⁻¹. Number 2: molar mass 197.6 g mol⁻¹. Number 3: molar mass 139.0 g mol⁻¹. Number 4: molar mass 566.7 g mol⁻¹.